1.
{"formula": "C2H4N4OS", "method": "the ωB97M-V functional and the def2-TZVPD basis", "elements": ["S", "O", "N", "N", "N", "N", "C", "C", "H", "H", "H", "H"], "xyz": [[-2.648, 0.006, -0.023], [2.451, 0.114, 0.065], [-0.131, 1.847, -0.072], [-1.018, -0.327, -0.312], [-0.507, -1.635, 0.047], [0.862, -1.550, 0.031], [1.180, -0.317, -0.030], [0.013, 0.584, -0.137], [-0.834, -2.303, -0.665], [0.747, 2.327, 0.094], [2.492, 1.019, -0.299], [-2.607, 0.235, 1.303]], "forces_ev_per_a": [[0.113, -0.039, -0.238], [-0.217, 0.404, -0.259], [0.021, -0.286, -0.012], [-0.011, -0.119, 0.318], [-0.749, -0.034, -0.431], [0.251, 0.164, -0.146], [0.207, 0.094, 0.071], [-0.172, 0.071, -0.034], [0.341, 0.287, 0.418], [0.044, -0.037, -0.015], [0.039, -0.490, 0.251], [0.132, -0.015, 0.078]], "nbo_charge": [0.24, -0.64, -0.69, -0.43, -0.26, -0.24, 0.40, 0.32, 0.37, 0.34, 0.49, 0.10], "e_lumo_ev": 0.50, "total_charge": 0, "e_above_lowest_ev": 1.390, "smiles": "[H]/N=c1\\c(O)n[nH]n1S", "homo_ev": -8.81, "energy_ev": -20979.62450}

***

2.
{"formula": "C2H4N4S", "method": "the ωB97M-V functional and the def2-TZVPD basis", "elements": ["S", "N", "N", "N", "N", "C", "C", "H", "H", "H", "H"], "xyz": [[-3.416, -0.498, -0.171], [-1.474, -0.134, -0.035], [-0.687, -1.154, 0.120], [-0.004, 1.530, 0.096], [-1.223, 1.140, 0.094], [0.660, -0.757, 0.364], [0.917, 0.595, -0.372], [1.515, -1.327, -0.061], [0.851, -0.678, 1.530], [0.911, 0.385, -1.524], [1.949, 0.898, -0.042]], "forces_ev_per_a": [[3.360, 0.724, 0.004], [-3.603, -6.451, -1.112], [-1.231, 1.639, 0.104], [-3.231, 0.813, -0.918], [2.962, 3.886, 1.765], [2.031, 1.838, 0.671], [2.707, -2.267, -0.030], [-1.251, -0.795, 0.457], [-0.485, -0.172, -2.114], [-0.299, 0.697, 1.988], [-0.958, 0.088, -0.813]], "nbo_charge": [-0.14, -0.03, -0.09, -0.06, 0.00, -0.31, -0.34, 0.25, 0.24, 0.24, 0.23], "e_lumo_ev": [-2.32, -2.55], "total_charge": 0, "e_above_lowest_ev": 6.393, "smiles": "[S-][N+]1=NCCN=N1", "homo_ev": [-8.65, -8.44], "energy_ev": -18928.15789}

***

3.
{"formula": "C2H4N4S", "method": "the ωB97M-V functional and the def2-TZVPD basis", "elements": ["S", "N", "N", "N", "N", "C", "C", "H", "H", "H", "H"], "xyz": [[1.866, -0.275, 2.401], [-1.537, 0.866, -1.051], [0.378, 0.869, 0.507], [0.057, -1.114, -0.952], [-0.159, 0.693, -0.786], [0.772, -1.331, 0.049], [1.032, -0.181, 0.996], [1.100, -2.256, 0.469], [0.443, 1.847, 0.877], [-2.142, 0.181, -0.467], [-1.811, 0.699, -2.043]], "forces_ev_per_a": [[0.168, 0.027, -0.071], [-1.154, -1.104, 2.483], [-1.594, 1.223, -0.161], [0.086, 3.227, 0.141], [-0.035, -3.481, -2.857], [-0.109, 1.117, 1.467], [-0.136, -0.228, 0.076], [0.208, -0.962, -0.429], [-0.024, -1.529, -0.587], [1.272, 1.448, -1.084], [1.319, 0.263, 1.023]], "nbo_charge": [-0.12, -0.65, -0.44, -0.21, 0.01, -0.02, 0.01, 0.23, 0.45, 0.34, 0.39], "e_lumo_ev": -0.27, "total_charge": 0, "e_above_lowest_ev": 4.158, "homo_ev": -8.76, "energy_ev": -18930.39354}

***

4.
{"formula": "C2H4N4S", "method": "the ωB97M-V functional and the def2-TZVPD basis", "elements": ["S", "N", "N", "N", "N", "C", "C", "H", "H", "H", "H"], "xyz": [[-2.108, 0.395, -0.277], [0.450, -0.471, -0.421], [-0.301, -1.459, -0.189], [1.746, -0.442, 0.061], [0.233, 1.993, -0.034], [-0.498, 1.005, -0.157], [-1.524, -1.259, -0.026], [2.447, 0.117, -0.328], [-0.163, 2.897, 0.285], [1.850, -0.629, 1.154], [-2.132, -2.147, -0.067]], "forces_ev_per_a": [[-0.297, 0.516, 0.430], [0.728, 5.953, -0.253], [0.907, -2.875, 0.864], [-1.325, -2.856, 4.099], [-0.457, 1.308, 0.888], [2.532, -2.802, -0.639], [-1.196, -0.659, -0.734], [0.196, 1.049, -0.950], [0.028, -0.840, -0.716], [-0.426, 0.875, -3.267], [-0.689, 0.331, 0.279]], "nbo_charge": [0.27, -0.08, -0.19, -0.66, -0.68, 0.19, -0.19, 0.39, 0.38, 0.35, 0.22], "e_lumo_ev": 0.76, "total_charge": 0, "e_above_lowest_ev": 3.723, "smiles": "[H]/N=c1\\scnn1N", "homo_ev": -7.94, "energy_ev": -18930.82800}

***

5.
{"formula": "C2H4N4S", "method": "the ωB97M-V functional and the def2-TZVPD basis", "elements": ["S", "N", "N", "N", "N", "C", "C", "H", "H", "H", "H"], "xyz": [[-0.492, 0.745, -0.978], [1.423, -0.533, 0.957], [0.397, 1.496, 0.423], [-1.798, -1.459, -0.414], [0.305, -1.195, 0.557], [-0.783, -0.809, -0.189], [1.532, 0.702, 0.829], [-2.493, -0.900, -1.010], [0.685, 2.492, 0.202], [2.460, 1.206, 1.227], [0.434, -2.246, 0.726]], "forces_ev_per_a": [[0.816, 1.373, 0.736], [0.805, -1.261, -0.281], [1.248, 0.689, -0.852], [-3.335, -0.965, -1.370], [-0.010, -3.608, 1.004], [2.479, 2.563, 0.288], [-0.810, 2.274, 0.181], [1.376, -1.183, 1.150], [-0.674, -1.707, 0.141], [-1.228, -0.512, -0.642], [-0.669, 2.338, -0.354]], "nbo_charge": [0.33, -0.26, -0.76, -0.66, -0.46, 0.27, 0.18, 0.36, 0.40, 0.20, 0.41], "e_lumo_ev": 0.34, "total_charge": 0, "e_above_lowest_ev": 2.265, "smiles": "[H]/N=C1/NN=CNS1", "homo_ev": -8.64, "energy_ev": -18932.28582}

***

6.
{"formula": "C2H4N5", "method": "the ωB97M-V functional and the def2-TZVPD basis", "elements": ["N", "N", "N", "N", "N", "C", "C", "H", "H", "H", "H"], "xyz": [[-3.122, -0.183, -0.092], [-1.387, 1.041, 0.348], [-2.111, -1.002, -0.148], [1.088, -0.861, 0.383], [-2.704, 1.043, 0.246], [-1.129, -0.216, 0.129], [1.881, 0.242, -0.050], [1.035, -1.551, -0.369], [1.619, 0.649, -1.073], [2.774, -0.200, -0.016], [2.056, 1.039, 0.643]], "forces_ev_per_a": [[-1.916, 1.666, 0.491], [0.773, 0.030, 0.548], [0.822, -1.757, -0.311], [-4.628, 0.449, 0.338], [-1.351, -0.213, -0.771], [5.282, -0.623, 0.490], [-2.828, 1.256, -1.647], [-0.048, 0.304, 0.039], [0.469, -0.198, 0.989], [4.382, -1.564, -0.833], [-0.957, 0.651, 0.669]], "nbo_charge": [-0.18, -0.44, -0.44, -0.66, -0.18, 0.47, -0.43, 0.33, 0.16, 0.18, 0.18], "e_lumo_ev": [4.06, 4.06], "total_charge": -1, "e_above_lowest_ev": 3.924, "homo_ev": [-4.89, -4.90], "energy_ev": -9585.35241}

***

7.
{"formula": "C2H4N6", "method": "the ωB97M-V functional and the def2-TZVPD basis", "elements": ["N", "N", "N", "N", "N", "N", "C", "C", "H", "H", "H", "H"], "xyz": [[-0.657, -1.335, 0.271], [-0.800, 1.324, 0.213], [1.548, 1.456, 0.009], [-1.878, 0.529, -0.184], [1.731, -1.306, -0.179], [-1.797, -0.729, -0.166], [0.406, 0.748, 0.062], [0.514, -0.692, 0.023], [2.206, 0.984, -0.601], [1.565, -2.293, -0.114], [2.334, -1.055, 0.664], [1.343, 2.459, -0.198]], "forces_ev_per_a": [[2.936, -0.261, -2.111], [0.848, -1.312, -1.457], [0.019, 1.853, -0.253], [1.036, 1.240, 0.881], [0.701, 0.454, 2.482], [0.299, -0.021, 1.108], [-2.295, -0.689, 0.060], [-4.113, 0.596, 0.734], [0.275, 0.480, 0.093], [0.086, -0.776, -0.171], [-0.476, -0.322, -1.584], [0.686, -1.241, 0.217]], "nbo_charge": [-0.28, -0.31, -0.79, -0.01, -0.80, -0.04, 0.32, 0.31, 0.40, 0.40, 0.39, 0.41], "e_lumo_ev": -0.33, "total_charge": 0, "e_above_lowest_ev": 1.651, "smiles": "Nc1nnnnc1N", "homo_ev": -9.59, "energy_ev": -11076.56409}

***

8.
{"formula": "C2H4N6", "method": "the ωB97M-V functional and the def2-TZVPD basis", "elements": ["N", "N", "N", "N", "N", "N", "C", "C", "H", "H", "H", "H"], "xyz": [[0.498, -0.959, -0.069], [2.357, 0.088, -0.055], [-2.241, -0.858, 0.143], [1.789, -1.079, -0.047], [-2.296, 0.399, -0.086], [1.344, 0.972, 0.177], [0.173, 0.351, 0.004], [-1.154, 1.074, -0.119], [-1.291, -1.199, 0.213], [-3.156, -1.435, -0.018], [-1.271, 2.129, -0.092], [1.444, 2.021, 0.145]], "forces_ev_per_a": [[-3.018, 0.436, 0.201], [-0.092, -0.021, 1.733], [-2.358, -2.247, -0.434], [1.811, 1.192, -1.004], [0.951, 2.633, -0.163], [0.152, 1.835, -1.614], [-0.478, 0.442, 0.454], [-0.417, -2.935, 0.611], [-0.197, -1.604, -0.030], [2.823, 1.555, 0.512], [0.447, 0.648, -0.267], [0.377, -1.935, 0.001]], "nbo_charge": [-0.36, -0.07, -0.58, -0.03, -0.12, -0.36, 0.27, -0.19, 0.40, 0.40, 0.21, 0.43], "e_lumo_ev": 0.49, "total_charge": 0, "e_above_lowest_ev": 1.849, "smiles": "N/N=C\\c1nnn[nH]1", "homo_ev": -8.80, "energy_ev": -11076.36616}